60
Properties=species:S:1:pos:R:3 method="wB97M-V/def2-TZVPD" homo_energy_ev=-7.873 relative_energy_kcal_mol=1.1 smiles="CCOc1cc(/C=C/C(=O)OCC(=O)N[C@@H]2CCS(=O)(=O)C2)ccc1OCc1ccccc1" molar_mass_g_mol=473.5 total_energy_ev=-51983.501 spin_multiplicity=1
C -2.511 -0.629 3.533
C -2.791 -0.897 2.057
H -1.884 -1.221 1.535
H -3.543 -1.688 1.963
O -3.379 0.219 1.410
C -2.587 1.147 0.798
C -1.222 1.243 1.010
C -0.425 2.177 0.343
C -1.037 3.082 -0.521
C -2.399 3.025 -0.711
C -3.194 2.061 -0.090
O -4.511 2.133 -0.424
C -5.410 1.084 -0.129
C -5.021 -0.259 -0.696
C -5.557 -1.416 -0.144
C -5.205 -2.657 -0.642
C -4.308 -2.756 -1.692
C -3.777 -1.607 -2.251
C -4.138 -0.363 -1.761
H -3.724 0.529 -2.207
H -3.079 -1.675 -3.072
H -4.025 -3.726 -2.074
H -5.626 -3.551 -0.205
H -6.247 -1.339 0.683
H -5.563 0.997 0.953
H -6.351 1.416 -0.585
H -2.896 3.717 -1.373
H -0.451 3.833 -1.026
C 1.001 2.091 0.538
C 1.951 2.426 -0.348
C 3.320 2.001 -0.099
O 3.775 1.646 0.968
O 4.037 1.939 -1.246
C 5.353 1.426 -1.132
C 5.440 0.073 -0.423
O 6.430 -0.260 0.186
N 4.364 -0.738 -0.598
H 3.526 -0.355 -1.023
C 4.131 -1.816 0.340
C 3.023 -1.415 1.300
H 3.129 -0.390 1.644
H 2.897 -2.104 2.129
S 1.585 -1.582 0.203
O 0.378 -1.890 0.924
O 1.530 -0.463 -0.703
C 2.213 -3.020 -0.738
C 3.685 -3.114 -0.361
H 4.312 -3.280 -1.237
H 3.845 -3.942 0.330
H 1.634 -3.890 -0.449
H 2.052 -2.794 -1.786
H 5.087 -1.973 0.854
H 5.990 2.121 -0.573
H 5.725 1.335 -2.155
H 1.738 2.844 -1.318
H 1.327 1.609 1.452
H -0.733 0.542 1.666
H -3.430 -0.348 4.041
H -2.111 -1.528 3.993
H -1.792 0.177 3.655

60
Properties=species:S:1:pos:R:3 method="wB97M-V/def2-TZVPD" homo_energy_ev=-10.059 relative_energy_kcal_mol=0.0 charge=+1 molar_mass_g_mol=759.7 total_energy_ev=-165669.754 spin_multiplicity=1
Pd 0.259 -1.074 0.963
C -2.843 2.552 1.039
C -2.751 1.726 -0.206
N -3.223 2.206 -1.319
C -3.157 1.455 -2.448
C -2.584 0.221 -2.503
C -2.526 -0.494 -3.829
O -3.168 -1.767 -3.828
C -1.987 -0.313 -1.317
C -1.346 -1.592 -1.425
N -0.372 -2.053 -0.703
C 0.136 -3.354 -0.983
C 0.249 -3.822 -2.290
C 0.720 -5.099 -2.543
C 1.098 -5.929 -1.499
C 1.019 -5.471 -0.193
C 0.552 -4.191 0.049
I 0.463 -3.519 2.036
C -2.110 0.426 -0.102
O -1.706 0.057 1.048
H -3.260 3.526 0.795
H -1.860 2.670 1.500
H -3.476 2.058 1.779
H -3.587 1.904 -3.336
H -1.492 -0.694 -4.124
H -2.956 0.150 -4.599
H -4.114 -1.631 -3.709
H -1.713 -2.232 -2.224
H -0.023 -3.179 -3.116
H 0.799 -5.442 -3.565
H 1.465 -6.927 -1.696
H 1.326 -6.105 0.627
C -0.414 0.369 4.265
As 0.860 0.231 2.827
C 2.530 -0.283 3.660
C 1.143 2.044 2.221
C 1.078 3.129 3.088
C 1.310 4.409 2.603
C 1.614 4.603 1.264
C 1.683 3.521 0.399
C 1.444 2.237 0.875
As 1.455 0.690 -0.287
C 0.776 1.376 -1.966
C 3.330 0.425 -0.706
H -1.286 0.921 3.921
H 0.063 0.886 5.098
H -0.719 -0.626 4.583
H 2.858 0.505 4.337
H 3.275 -0.437 2.882
H 2.399 -1.211 4.214
H 0.837 2.995 4.135
H 1.249 5.255 3.273
H 1.788 5.603 0.889
H 1.904 3.693 -0.648
H 1.520 2.040 -2.406
H -0.160 1.906 -1.793
H 0.590 0.542 -2.639
H 3.779 1.377 -0.989
H 3.410 -0.276 -1.536
H 3.848 0.013 0.157

92
Properties=species:S:1:pos:R:3 method="wB97M-V/def2-TZVPD" homo_energy_ev="-8.160 / -8.266" molar_mass_g_mol=1202.0 total_energy_ev=-118549.527 spin_multiplicity=3
Pd 29.008 -0.017 20.242
Ba 25.170 1.600 21.738
B 30.609 0.808 21.504
H 30.912 0.244 20.635
H 29.753 1.418 21.259
H 30.275 0.130 22.274
H 31.440 1.422 21.819
P 26.607 -0.481 20.369
O 27.012 0.779 19.608
O 27.584 -1.717 20.035
O 25.086 -0.660 20.702
O 27.334 0.064 21.638
C 22.186 -1.351 25.061
C 22.593 -1.006 26.488
O 23.160 0.233 26.307
C 23.598 0.364 25.084
O 24.178 1.338 24.644
O 23.241 -0.817 24.305
F 23.632 -1.734 26.915
H 21.260 -0.836 24.806
H 21.951 -2.404 24.906
H 21.858 -0.947 27.291
C 26.040 1.856 16.848
C 24.898 2.012 15.898
O 25.511 2.225 14.685
C 26.745 1.632 14.738
O 27.583 1.542 13.846
O 26.909 1.176 15.993
F 24.329 3.156 16.183
H 25.839 1.134 17.639
H 26.598 2.724 17.200
H 24.328 1.087 15.816
C 28.047 1.718 24.839
C 28.648 1.356 26.216
O 27.702 1.991 27.053
C 26.618 2.411 26.423
O 25.600 2.731 26.977
O 26.945 2.543 25.142
F 29.828 2.014 26.362
H 27.671 0.751 24.506
H 28.642 2.188 24.056
H 28.657 0.271 26.326
C 26.088 6.656 16.927
C 27.423 6.118 17.472
O 27.002 5.422 18.595
C 25.688 5.113 18.574
O 25.037 4.364 19.304
O 25.193 5.625 17.446
F 28.176 7.187 17.760
H 26.134 6.626 15.838
H 25.734 7.657 17.174
H 27.898 5.482 16.726
C 21.729 6.737 22.941
C 20.558 5.957 23.512
O 21.128 4.694 23.623
C 22.220 4.573 22.817
O 22.834 3.480 22.666
O 22.565 5.726 22.304
F 19.525 5.970 22.660
H 22.337 7.206 23.715
H 21.458 7.477 22.188
H 20.170 6.440 24.409
C 20.492 -0.180 18.172
C 21.766 -0.569 17.544
O 22.684 -0.050 18.382
C 22.072 0.628 19.414
O 22.697 1.272 20.225
O 20.809 0.736 19.228
F 21.785 0.201 16.387
H 19.918 -1.029 18.543
H 19.858 0.341 17.455
H 21.866 -1.564 17.111
C 24.257 -3.566 20.258
C 22.915 -3.348 21.015
O 22.594 -4.694 21.345
C 23.303 -5.636 20.745
O 23.030 -6.856 20.814
O 24.251 -5.008 20.067
F 21.972 -2.964 20.111
H 25.132 -3.336 20.866
H 24.391 -3.019 19.325
H 23.042 -2.646 21.840
C 25.829 7.541 22.964
C 26.717 6.841 24.044
O 26.423 5.430 23.924
C 26.064 5.255 22.656
O 26.073 4.088 22.167
O 25.819 6.465 22.014
F 26.368 7.302 25.211
H 26.271 8.390 22.440
H 24.872 7.909 23.334
H 27.779 7.039 23.899

57
Properties=species:S:1:pos:R:3 method="wB97M-V/def2-TZVPD" homo_energy_ev="-14.240 / -14.236" charge=+2 molar_mass_g_mol=575.4 total_energy_ev=-74760.931 spin_multiplicity=6
Dy -0.422 0.792 1.772
Cl 0.166 1.989 3.800
P -0.110 0.942 -1.098
C -1.485 0.140 -1.990
C -1.295 -0.641 -3.141
C -2.401 -1.210 -3.780
C -3.687 -1.053 -3.250
C -3.871 -0.323 -2.069
C -2.781 0.276 -1.446
C -0.326 2.734 -1.435
C 0.536 3.637 -0.775
C 0.339 5.014 -0.879
C -0.687 5.515 -1.691
C -1.521 4.627 -2.379
C -1.342 3.243 -2.259
C 1.431 0.558 -1.996
C 2.493 -0.015 -1.271
C 3.745 -0.175 -1.862
C 3.930 0.162 -3.209
C 2.867 0.688 -3.948
C 1.623 0.910 -3.343
H 1.349 3.251 -0.152
H 0.976 5.704 -0.319
H -0.838 6.593 -1.779
H -2.324 5.009 -3.011
H -1.996 2.557 -2.802
H -0.291 -0.797 -3.538
H -2.251 -1.791 -4.689
H -4.541 -1.517 -3.741
H -4.868 -0.225 -1.636
H -2.939 0.861 -0.535
H 2.337 -0.322 -0.234
H 4.580 -0.555 -1.273
H 4.907 0.022 -3.673
H 3.002 0.944 -4.999
H 0.810 1.355 -3.921
H -0.250 -5.179 -4.587
H 0.499 -5.143 -4.552
O 1.055 -0.746 1.860
C 0.481 -1.557 2.672
C 1.080 -2.756 3.202
C 1.737 -2.436 4.552
C 0.729 -2.483 5.693
C -0.381 -1.429 5.561
C -1.345 -1.674 4.424
N -0.815 -1.162 3.082
H 0.278 -3.505 3.285
H 1.818 -3.116 2.475
H 2.548 -3.151 4.723
H 2.203 -1.439 4.520
H 0.278 -3.487 5.746
H 1.260 -2.338 6.645
H -0.979 -1.482 6.482
H 0.035 -0.414 5.524
H -1.564 -2.738 4.295
H -2.287 -1.145 4.581
H -1.494 -1.521 2.366

61
Properties=species:S:1:pos:R:3 method="wB97M-V/def2-TZVPD" homo_energy_ev=-8.850 relative_energy_kcal_mol=13.0 smiles="O=C(Nc1ccc(S(=O)(=O)N2CCCCC2)cc1)[C@@H]1CCCN(C(=O)c2ccc(Cl)cc2)C1" molar_mass_g_mol=490.0 total_energy_ev=-61361.976 spin_multiplicity=1
O 0.485 2.649 0.001
C 0.996 1.555 0.062
N 0.330 0.369 -0.067
C -1.022 0.144 -0.323
C -1.945 1.180 -0.469
C -3.271 0.884 -0.724
C -3.678 -0.432 -0.829
C -2.774 -1.468 -0.687
C -1.447 -1.182 -0.434
H -0.731 -1.985 -0.326
H -3.127 -2.483 -0.781
S -5.402 -0.773 -1.159
O -5.818 -0.027 -2.310
O -5.585 -2.201 -1.181
N -6.095 -0.047 0.184
C -5.942 -0.810 1.405
C -6.989 -1.917 1.538
C -8.390 -1.326 1.396
C -8.498 -0.586 0.065
C -7.423 0.497 -0.009
H -7.421 0.977 -0.988
H -7.588 1.256 0.764
H -8.340 -1.287 -0.757
H -9.485 -0.134 -0.047
H -9.137 -2.120 1.448
H -8.580 -0.629 2.217
H -6.819 -2.647 0.747
H -6.875 -2.411 2.504
H -4.934 -1.231 1.394
H -6.020 -0.110 2.244
H -4.002 1.665 -0.848
H -1.614 2.202 -0.386
H 0.888 -0.472 -0.002
C 2.491 1.343 0.265
C 3.181 2.606 0.781
C 4.685 2.371 0.894
H 5.189 3.292 1.189
H 4.881 1.617 1.661
C 5.265 1.880 -0.437
N 4.547 0.706 -0.883
C 4.934 -0.574 -0.637
O 4.141 -1.500 -0.633
C 6.398 -0.802 -0.443
C 6.832 -1.528 0.660
C 8.175 -1.806 0.834
C 9.086 -1.373 -0.117
C 8.666 -0.672 -1.238
C 7.322 -0.387 -1.396
H 6.987 0.147 -2.273
H 9.384 -0.356 -1.978
Cl 10.766 -1.717 0.090
H 8.515 -2.361 1.694
H 6.109 -1.875 1.383
C 3.134 0.950 -1.075
H 2.691 0.038 -1.480
H 3.013 1.764 -1.796
H 6.323 1.648 -0.323
H 5.153 2.658 -1.200
H 2.768 2.884 1.751
H 2.976 3.425 0.089
H 2.648 0.522 0.973

65
Properties=species:S:1:pos:R:3 method="wB97M-V/def2-TZVPD" homo_energy_ev="-15.999 / -15.999" charge=+3 molar_mass_g_mol=572.5 total_energy_ev=-93072.946 spin_multiplicity=1
Co -3.918 0.690 -0.021
C -4.387 -1.098 3.781
C -4.325 -0.704 2.348
N -4.260 0.488 1.873
N -4.249 1.604 2.668
C -4.207 2.798 2.040
N -4.306 3.896 2.765
S -4.045 2.883 0.350
C -4.375 -1.730 1.281
C -4.547 -3.077 1.496
C -4.674 -3.917 0.387
C -4.637 -3.377 -0.881
C -4.449 -2.006 -1.028
N -4.313 -1.213 0.032
H -4.260 -0.278 4.482
H -3.600 -1.827 3.984
H -5.344 -1.579 3.993
H -4.383 1.511 3.663
H -4.489 3.892 3.757
H -4.279 4.794 2.305
H -4.607 -3.477 2.498
H -4.819 -4.979 0.530
H -4.761 -3.994 -1.761
H -4.433 -1.527 -1.997
C 2.187 1.668 -4.177
C 1.626 0.284 -3.901
N 0.659 0.290 -2.774
C -0.633 0.364 -3.056
C -1.635 0.441 -2.106
C -3.027 0.526 -2.652
O -3.260 0.333 -3.815
O -3.980 0.827 -1.783
C -1.293 0.406 -0.752
O -2.130 0.478 0.236
C 0.107 0.294 -0.430
C 0.555 0.240 0.901
C 1.880 0.191 1.188
F 2.247 0.168 2.480
C 2.888 0.205 0.186
C 2.440 0.224 -1.127
C 1.075 0.270 -1.447
N 4.245 0.197 0.490
C 5.222 0.857 -0.363
C 6.347 -0.111 -0.715
N 6.680 -0.946 0.511
C 6.280 -0.248 1.781
C 4.761 -0.113 1.829
H 2.924 1.610 -4.976
H 2.666 2.097 -3.296
H 1.399 2.349 -4.498
H 2.399 -0.448 -3.677
H 1.082 -0.099 -4.762
H -0.915 0.373 -4.102
H -0.156 0.267 1.714
H 3.160 0.197 -1.928
H 5.622 1.741 0.142
H 4.774 1.218 -1.282
H 7.252 0.413 -1.017
H 6.063 -0.809 -1.499
H 7.677 -1.166 0.526
H 6.191 -1.840 0.456
H 6.795 0.710 1.779
H 6.641 -0.829 2.626
H 4.527 0.652 2.572
H 4.324 -1.051 2.173

59
Properties=species:S:1:pos:R:3 method="wB97M-V/def2-TZVPD" homo_energy_ev=-8.123 relative_energy_kcal_mol=24.8 smiles="COc1ccccc1NC(=O)c1ccc(NC(=O)COC(=O)CCC2CCCC2)cc1" molar_mass_g_mol=424.5 total_energy_ev=-38561.682 spin_multiplicity=1
C -8.160 -2.677 -0.888
H -8.723 -2.469 -1.803
O -7.347 -1.588 -0.525
C -7.954 -0.387 -0.241
C -9.317 -0.158 -0.280
C -9.821 1.098 0.030
C -8.967 2.124 0.380
C -7.599 1.909 0.423
C -7.081 0.662 0.114
N -5.719 0.357 0.136
C -4.662 1.168 0.416
O -4.749 2.352 0.678
C -3.340 0.476 0.353
C -3.161 -0.877 0.629
C -1.905 -1.452 0.569
C -0.801 -0.677 0.226
C -0.972 0.683 -0.031
C -2.225 1.250 0.040
H -2.367 2.304 -0.147
H -0.115 1.292 -0.285
N 0.491 -1.198 0.138
C 0.911 -2.476 0.299
O 0.217 -3.431 0.556
C 2.422 -2.643 0.111
H 2.847 -3.074 1.025
H 2.589 -3.346 -0.711
O 3.083 -1.420 -0.189
C 4.166 -1.092 0.548
O 4.596 -1.776 1.434
C 4.747 0.220 0.089
H 4.746 0.903 0.941
H 4.129 0.636 -0.707
C 6.186 0.008 -0.395
C 6.878 1.326 -0.753
C 7.330 2.104 0.486
C 8.669 1.472 0.893
H 8.526 0.765 1.710
H 9.366 2.233 1.240
C 9.198 0.749 -0.359
H 10.206 1.070 -0.616
H 9.227 -0.327 -0.194
C 8.205 1.084 -1.476
H 8.509 2.001 -1.982
H 8.139 0.291 -2.221
H 7.477 3.151 0.217
H 6.603 2.067 1.296
H 6.198 1.920 -1.371
H 6.165 -0.637 -1.277
H 6.745 -0.507 0.386
H 1.212 -0.529 -0.104
H -1.772 -2.498 0.788
H -3.995 -1.497 0.925
H -5.526 -0.599 -0.129
H -6.923 2.703 0.693
H -9.360 3.100 0.621
H -10.887 1.261 -0.005
H -10.000 -0.948 -0.550
H -7.478 -3.507 -1.066
H -8.854 -2.944 -0.085